(1)
Here is a molecular structure, C6H8N2 in a non-equilibrium geometry from OMol25. Energies are from ωB97M-V/def2-TZVPD.

Structure (XYZ):
```
16
Properties=species:S:1:pos:R:3:forces:R:3
C -1.30805 0.71829 1.21436 -7.66 -0.38 1.53
C -0.33161 0.05561 0.17535 2.04 0.49 6.35
C -0.67858 -0.26539 -1.17365 -0.56 1.37 -2.60
C 0.87228 -0.48199 -1.80338 -3.86 -3.03 3.93
C 1.59318 -0.32298 -0.43911 -1.01 -1.35 0.76
C 0.75586 -1.04184 0.59501 -0.89 -6.28 -0.28
H -1.35735 0.63981 -1.56975 1.47 -2.53 0.20
H -1.08744 -1.26878 -1.06209 -0.91 0.28 -1.06
H 1.15848 0.23682 -2.39372 1.25 4.15 -3.31
H 0.71669 -1.39511 -2.39882 1.09 -0.09 0.78
H 2.64896 -0.33005 -0.29948 0.76 0.00 -0.49
H 0.58233 -2.20700 0.39920 -0.40 1.87 -0.09
H 1.25071 -1.18269 1.57012 -0.62 1.40 -0.04
H 1.25253 1.09450 1.17949 -1.06 -1.20 -3.60
N -2.41018 0.96032 1.75892 8.37 -1.45 -3.65
N 0.89827 0.81715 0.12158 1.99 6.76 1.57
```
Forces are in eV/Å.

Values from the calculation:
Frontier orbital gap ... 9.222 eV
Relative energy (zero: lowest compared OMol25 entry of this formula, charge and spin) ... 4.965 eV
E ... -342.751455 Eh
HOMO level ... -0.3188 hartree
Net charge ... 0


(2)
Here is 10 unconnected molecules or ions with the total composition C14H49N17O10 in a non-equilibrium geometry from OMol25. Energies are from ωB97M-V/def2-TZVPD.

Structure (XYZ):
```
90
Properties=species:S:1:pos:R:3:forces:R:3
C 0.03283 -0.20286 0.28336 0.80 -0.78 -0.53
C 0.04853 -1.72302 0.28303 -0.73 -0.40 2.83
O -0.66583 -2.34617 -0.75772 0.09 0.68 0.25
H 0.59764 0.11249 1.16065 0.16 0.16 -0.13
H -0.93976 0.28039 0.37631 -0.20 -0.36 -0.21
H 0.54622 0.05827 -0.64204 0.05 0.83 0.04
H -0.37438 -2.02896 1.23992 -1.00 0.12 0.32
H 1.00098 -2.17774 0.55535 0.93 0.34 -1.43
H -0.78276 -3.27104 -0.52849 0.08 -0.93 -0.29
C 0.58036 3.55389 1.71014 -1.76 -0.37 3.57
O 0.01751 2.72270 2.36435 -1.56 -2.79 0.49
N 0.43025 4.78057 2.00441 -1.85 6.73 1.01
N 1.48897 3.37814 0.86498 4.50 -2.92 -5.17
H -0.21947 5.02937 2.73657 0.22 0.11 -0.18
H 0.98656 5.48676 1.54408 -0.29 0.17 0.55
H 1.86998 2.44676 0.95132 0.54 0.05 -0.87
H 1.94915 4.13872 0.38556 0.26 -0.60 0.14
C 3.13275 2.23368 -2.68218 0.34 2.89 -2.93
O 2.84866 2.80543 -3.74096 -0.19 -0.16 0.64
N 2.75333 1.10395 -2.27018 -4.53 -7.14 -0.38
N 3.91861 2.62886 -1.74110 3.09 5.22 2.26
H 3.06846 0.76362 -1.37298 -0.11 -0.66 -0.70
H 2.36512 0.51320 -2.99158 0.00 -0.51 0.51
H 4.10506 2.04329 -0.93956 0.80 0.49 -0.06
H 4.14013 3.61066 -1.82526 0.71 -0.18 0.65
C 2.56302 -5.47866 -2.24174 2.39 -0.85 -1.39
O 2.95653 -6.24256 -1.39282 0.57 -0.45 1.36
N 3.29651 -5.08159 -3.31618 0.22 0.15 -0.08
N 1.34257 -5.02947 -2.31297 -3.17 0.98 1.00
H 2.75103 -4.44219 -3.87628 1.37 0.04 -0.57
H 4.29980 -5.18930 -3.27237 -0.34 0.27 -0.46
H 0.87518 -5.18181 -1.43067 -0.93 0.17 -0.38
H 1.06760 -4.26761 -2.91634 -0.07 -0.21 0.34
C -0.65444 -5.12218 0.98926 1.18 -0.80 -1.54
O -0.61555 -5.18406 -0.23528 -0.86 0.67 -1.29
N 0.46797 -4.95915 1.63191 3.70 1.11 1.75
N -1.73356 -5.31045 1.67564 -3.79 -0.47 2.00
H 0.68107 -4.89475 2.61707 -0.77 -0.19 -0.07
H 1.28357 -4.78253 1.06295 -0.16 -0.31 -0.14
H -1.79729 -5.27556 2.68302 0.32 -0.05 -0.28
H -2.58771 -5.53165 1.18411 0.34 -0.09 -0.04
C 0.26665 -0.37501 4.44512 2.45 0.80 -1.21
O 1.45999 -0.23452 4.56939 2.79 0.39 1.13
N -0.47919 0.53798 3.89358 -2.41 2.68 -1.15
N -0.33072 -1.51250 4.64539 -2.21 -2.80 0.57
H -1.31192 0.28049 3.38332 -0.20 0.17 0.38
H -0.15125 1.47577 3.71165 0.33 -0.51 0.03
H 0.20079 -2.31912 4.94030 -0.37 0.21 -0.31
H -1.21096 -1.49763 4.15036 -0.21 -1.23 0.61
C -1.57910 -1.44929 -3.75768 1.52 0.91 -3.78
O -1.50335 -1.48393 -4.99546 0.06 0.04 1.22
N -0.76866 -0.80413 -2.94177 3.19 3.02 1.01
N -2.48391 -2.01704 -3.05472 -4.58 -3.10 1.03
H -0.70362 -1.15022 -1.99515 0.18 -0.09 -0.41
H 0.07664 -0.42648 -3.34543 -0.12 -0.14 -0.04
H -3.10987 -2.56491 -3.62754 -0.36 -0.06 0.63
H -2.60812 -1.89243 -2.06017 0.04 -0.21 -0.48
C 4.21611 -0.23871 0.65004 1.27 4.43 -0.21
O 4.90644 0.29317 -0.19655 0.75 1.39 -1.66
N 3.62355 0.43105 1.61145 -1.58 1.80 1.89
N 4.01076 -1.47484 0.66882 -0.75 -5.93 -0.37
H 3.93837 1.36998 1.80993 -0.14 -0.37 0.30
H 3.05362 -0.10834 2.24732 -0.02 0.80 0.58
H 4.58027 -1.87861 -0.06107 -0.19 -1.18 0.45
H 3.78529 -1.87041 1.57036 0.27 -0.81 -0.56
C -3.23275 -1.73301 2.62689 0.21 -2.46 -2.00
O -2.86910 -0.61951 2.73882 0.93 4.29 1.51
N -3.85950 -2.52415 3.45463 -2.45 -0.10 5.30
N -3.01363 -2.43160 1.55076 0.81 -2.23 -4.41
H -4.10424 -2.05009 4.31223 -0.23 -0.36 0.19
H -3.92783 -3.53082 3.49984 0.26 0.45 -0.52
H -3.53933 -3.28844 1.45299 0.40 0.30 -0.45
H -2.46707 -2.11152 0.76404 -0.21 0.11 0.19
C -3.60765 6.01402 -2.23421 -0.47 -0.03 -1.54
C -3.05460 5.56870 -0.91129 -0.62 1.01 -0.56
C -1.78511 4.74614 -1.13471 -1.15 -0.44 -0.06
O -2.08130 3.40130 -1.63694 1.04 0.38 0.68
C -0.95577 2.64016 -2.04724 -0.32 -0.69 0.09
N -2.74340 6.81261 -0.15868 0.75 -1.73 -0.16
H -4.35069 6.80867 -2.16693 -0.31 -0.44 0.48
H -3.99000 5.16033 -2.79379 -0.41 -0.06 0.04
H -2.91733 6.46117 -2.94950 0.80 0.00 0.35
H -3.83592 5.01005 -0.39597 0.27 -0.20 0.18
H -1.29433 4.61429 -0.17043 0.38 -0.49 0.27
H -1.09777 5.22813 -1.82994 0.23 -0.07 -0.13
H -0.45873 3.17149 -2.85887 0.19 0.03 -0.28
H -1.20294 1.59358 -2.22519 -0.71 0.25 -0.71
H -0.22525 2.51638 -1.24780 0.35 0.80 0.66
H -1.80796 6.97594 -0.50272 0.40 1.25 -0.08
H -2.55056 6.50871 0.78502 -0.20 0.24 0.69
```
Forces are in eV/Å.

Values from the calculation:
Frontier orbital gap (spin up / spin down) ... 8.680 / 2.592 eV
Relative energy (zero: lowest compared OMol25 entry of this formula, charge and spin) ... 2.178 eV
Spin multiplicity ... 2
E ... -2245.852267 Eh
HOMO level (spin up / spin down) ... -0.4157 / -0.4157 hartree
Net charge ... +1


(3)
Here is C5H7N in the gas phase from OMol25. Energies are from ωB97M-V/def2-TZVPD.

Structure (XYZ):
```
13
Properties=species:S:1:pos:R:3:forces:R:3
C 0.20079 -0.31427 -1.87798 -0.27 -0.66 -0.14
C 0.03681 -0.19106 -0.39903 0.00 0.21 -0.09
C -1.01034 -0.54164 0.41908 0.50 -0.02 -0.32
C -0.76991 0.05335 1.68575 -0.63 -0.23 0.10
C 0.38507 0.77548 1.60429 0.62 -0.65 0.04
N 0.89017 0.58020 0.33948 -0.02 0.24 -0.03
H 1.17748 -0.01918 -2.25465 0.09 0.18 0.18
H 0.05480 -1.34795 -2.19743 -0.03 -0.02 0.01
H -0.56672 0.27264 -2.38505 0.13 0.11 -0.06
H -1.81608 -1.19054 0.11961 -0.19 0.15 0.09
H -1.41787 -0.09685 2.53374 0.14 0.27 0.16
H 0.99623 1.25424 2.34991 -0.18 0.11 0.08
H 1.83956 0.76558 0.06229 -0.17 0.30 -0.02
```
Forces are in eV/Å.

Values from the calculation:
Frontier orbital gap ... 9.043 eV
Relative energy (zero: lowest compared OMol25 entry of this formula, charge and spin) ... 0.165 eV
E ... -249.467179 Eh
SMILES string ... Cc1ccc[nH]1
HOMO level ... -0.2931 hartree
Net charge ... 0


(4)
Here is 2 unconnected molecules or ions with the total composition C2H2Cl2O2S in a non-equilibrium geometry from OMol25. Energies are from ωB97M-V/def2-TZVPD.

Structure (XYZ):
```
9
Properties=species:S:1:pos:R:3:forces:R:3
C -0.59775 -1.28152 -1.27616 1.49 4.90 2.37
C 0.65755 -0.65696 0.31874 -3.22 0.94 -5.37
O 1.22250 1.40386 1.83166 0.04 -0.03 0.09
O 0.73260 1.91045 -0.55156 -0.07 -0.45 0.02
S 0.49024 1.15966 0.63599 0.42 -0.41 -0.49
Cl 0.53668 -1.55895 1.61587 0.11 -1.79 2.39
Cl -1.47604 1.49288 1.09447 0.00 -0.32 -0.02
H -0.68100 -2.15789 -1.85731 0.66 -1.39 0.04
H -0.88477 -0.31152 -1.81169 0.57 -1.44 0.96
```
Forces are in eV/Å.

Values from the calculation:
Frontier orbital gap (spin up / spin down) ... 8.793 / 7.848 eV
Relative energy (zero: lowest compared OMol25 entry of this formula, charge and spin) ... 6.729 eV
E ... -1546.206563 Eh
HOMO level (spin up / spin down) ... -0.3585 / -0.3678 hartree
Net charge ... 0


(5)
Here is 5 unconnected molecules or ions with the total composition C25H24BF32N2O7 in a non-equilibrium geometry from OMol25. Energies are from ωB97M-V/def2-TZVPD.

Structure (XYZ):
```
91
Properties=species:S:1:pos:R:3:forces:R:3
O 3.49577 7.30362 -0.67917 1.56 -0.62 1.20
B 4.34586 6.34208 -0.12451 -1.28 0.10 -2.28
O 4.76769 5.29396 -0.97469 1.16 1.46 1.81
O 4.76940 6.45932 1.24115 -0.45 0.13 -0.94
N 6.11178 6.17232 1.39928 1.37 -0.22 1.39
C 6.99474 7.33472 1.09047 0.54 1.23 0.81
C 7.14742 8.30683 2.12608 0.96 0.49 -1.46
C 7.98638 9.45460 1.81371 -0.14 -1.48 -1.66
C 8.58177 9.49939 0.48593 -1.64 -1.44 1.77
C 8.30516 8.38819 -0.39247 1.04 1.46 -0.46
N 7.54168 7.31546 -0.12657 -0.33 1.01 1.31
H 4.09246 8.00788 -0.99831 -0.78 0.14 0.05
H 5.57066 5.64859 -1.40890 -0.36 -0.62 -0.36
H 6.24783 6.00146 2.41006 -0.35 -0.14 -0.33
H 6.42293 5.30648 0.92420 -0.34 0.25 -0.38
H 6.65525 8.18186 3.10956 0.35 0.17 -0.74
H 8.18113 10.25877 2.54815 -0.26 -0.69 -0.51
H 9.20867 10.36442 0.20253 -0.43 -0.84 -0.02
H 8.77229 8.42540 -1.40318 -0.48 -0.22 0.87
C 2.65007 3.20473 -1.91407 -0.08 0.62 0.17
C 3.34731 1.83499 -1.80002 -0.76 0.13 0.58
C 3.51272 1.04234 -3.09721 0.42 -0.59 -0.46
F 2.33550 0.74346 -3.67437 0.09 0.11 0.13
F 4.12890 -0.13812 -2.84005 0.09 0.19 0.25
F 2.71139 1.09864 -0.86173 0.09 -0.09 -0.17
F 4.59994 2.07630 -1.30426 0.16 0.04 -0.37
O 1.25958 3.25601 -1.60074 -0.11 -0.91 -0.58
C 0.34501 2.91637 -2.60350 0.93 0.97 0.01
C -0.45085 1.65397 -2.26873 -0.24 -0.35 0.16
F 0.36194 0.60191 -2.05835 0.30 0.35 -0.24
F -1.27538 1.31969 -3.29004 0.07 0.33 -0.22
F 0.97890 2.83670 -3.78921 -0.37 -0.14 -0.10
F -0.50598 3.96006 -2.70148 -0.27 -0.29 0.10
H 3.10813 3.83635 -1.15870 -0.05 -0.28 0.09
H 2.86865 3.70406 -2.86003 -0.04 -0.29 -0.09
H 4.12668 1.59017 -3.81808 0.00 0.14 0.09
H -1.05291 1.80423 -1.37879 0.09 0.48 -0.10
C -4.32779 2.05593 -4.22632 0.70 0.37 -0.10
C -5.09108 1.26563 -3.14514 -0.25 0.93 -0.13
C -5.65257 -0.09359 -3.56147 -0.16 -0.81 0.20
F -6.54524 0.00062 -4.56468 0.10 0.10 0.11
F -6.30389 -0.66314 -2.51537 0.19 0.21 0.15
F -6.06286 2.05350 -2.63306 -0.05 -0.22 -0.02
F -4.20620 1.04758 -2.12423 0.09 -0.35 -0.15
O -5.04947 3.06811 -4.92694 -0.88 -0.72 -0.08
C -5.82640 2.68296 -6.02235 1.48 -0.07 0.31
C -7.32177 2.91199 -5.79052 -0.72 0.24 0.05
F -7.76401 2.25198 -4.70219 0.20 0.06 -0.03
F -8.03646 2.46361 -6.84849 0.31 0.00 -0.11
F -5.54019 1.41268 -6.36230 -0.38 0.08 -0.25
F -5.41991 3.45003 -7.05671 -0.41 0.13 0.00
H -3.55076 2.60963 -3.69817 -0.19 0.02 0.12
H -3.78367 1.40237 -4.91052 -0.27 -0.15 0.04
H -4.85222 -0.77331 -3.86736 0.11 0.12 0.02
H -7.53149 3.97493 -5.65273 0.19 0.04 -0.05
C -0.47053 -1.62476 2.18780 0.46 0.63 0.28
C -0.94862 -3.00326 2.68216 -0.70 0.63 0.14
C -0.60759 -4.19998 1.79444 0.19 -0.79 -0.08
F -1.14964 -4.10504 0.56459 0.01 0.08 0.14
F -1.09802 -5.33859 2.34537 -0.01 0.16 0.23
F -2.27666 -2.94392 2.92409 0.07 -0.18 -0.16
F -0.35401 -3.20990 3.89156 0.34 -0.17 -0.26
O -1.41669 -0.81253 1.49274 -0.36 -0.83 -0.64
C -1.59013 -1.03322 0.12702 1.16 0.14 1.02
C -2.99211 -1.54295 -0.21815 -0.82 -0.06 -0.15
F -3.27898 -2.68459 0.43373 0.18 0.16 0.04
F -3.08378 -1.80360 -1.54487 0.31 0.18 0.00
F -0.61448 -1.83721 -0.32892 -0.31 0.07 -0.45
F -1.39839 0.16868 -0.47252 -0.87 -0.57 0.48
H -0.24471 -1.04839 3.08588 -0.22 -0.11 0.05
H 0.47818 -1.68435 1.65081 -0.17 -0.24 -0.12
H 0.47434 -4.31962 1.68928 0.02 0.15 0.08
H -3.74859 -0.80012 0.04509 0.14 0.14 0.01
C -0.72080 -10.55436 5.06555 0.38 -0.63 -0.36
C -0.56598 -9.60453 6.26882 0.30 0.35 -0.82
C -1.76864 -9.49130 7.20547 -0.28 0.14 0.75
F -2.86872 -9.02749 6.58198 0.16 -0.04 -0.01
F -1.49408 -8.61714 8.20646 0.26 -0.08 -0.10
F -0.18691 -8.38652 5.81882 -0.18 0.01 0.16
F 0.48131 -10.07658 7.00515 -0.30 -0.22 0.21
O -1.07806 -9.97357 3.81261 -0.77 0.64 0.53
C -2.43173 -9.73833 3.55931 0.81 -1.24 0.28
C -2.75249 -8.24818 3.42719 -0.11 0.80 -0.23
F -2.40042 -7.56173 4.53236 0.09 -0.20 -0.05
F -4.08168 -8.06143 3.25040 0.02 -0.36 -0.05
F -3.18436 -10.35276 4.49125 -0.32 0.26 -0.21
F -2.70556 -10.35274 2.38872 -0.11 0.40 -0.12
H 0.27150 -10.96979 4.88477 0.04 0.23 0.04
H -1.34474 -11.41903 5.29938 -0.16 0.24 0.13
H -2.00547 -10.45703 7.66069 0.10 -0.07 -0.10
H -2.22524 -7.81288 2.57554 0.06 -0.19 -0.05
```
Forces are in eV/Å.

Values from the calculation:
Frontier orbital gap ... 8.138 eV
E ... -4823.570480 Eh
HOMO level ... -0.4581 hartree
Net charge ... +1


(6)
Here is a molecular structure, C4H14IrN3 in a non-equilibrium geometry from OMol25. Energies are from ωB97M-V/def2-TZVPD.

Structure (XYZ):
```
22
Properties=species:S:1:pos:R:3:forces:R:3
C 1.19903 3.78666 0.66332 2.06 1.08 0.53
Ir -0.63465 1.46665 1.26652 4.03 0.82 0.67
N -1.98052 0.09734 2.02103 -2.44 -2.67 0.87
H -1.84595 2.45327 1.23619 -1.62 1.29 -0.71
H -2.55576 -0.28528 1.25636 -0.02 0.08 0.52
H 0.63324 3.31913 1.48189 -0.05 0.45 0.07
H 1.01488 4.86799 0.59381 -0.54 -0.37 0.09
H 0.93020 3.32291 -0.30358 0.77 0.11 0.47
H 2.30696 3.78220 1.04635 -1.90 -0.69 -1.27
H -1.56872 -0.70556 2.51618 -0.18 0.45 -0.12
H -2.63046 0.55600 2.67708 0.26 -0.24 -0.28
C -0.40892 -2.17237 -2.26857 -1.30 -0.11 -0.81
N 0.74207 -1.71286 -1.51336 -0.05 3.31 1.66
C 1.41082 -2.73313 -0.72715 0.82 -0.88 1.04
C 0.52749 -0.52212 -0.82730 0.48 -4.64 -2.61
N 0.25236 0.38789 -0.16927 -0.65 1.26 -0.02
H -0.14613 -3.06075 -2.88099 0.04 0.66 0.47
H -0.77359 -1.37333 -2.94832 0.29 -0.53 0.45
H -1.23400 -2.45485 -1.57401 0.43 0.06 -0.47
H 2.35570 -2.33758 -0.29742 -0.64 -0.25 -0.33
H 0.75128 -3.06676 0.10738 0.43 0.07 -0.48
H 1.65468 -3.61545 -1.35615 -0.21 0.74 0.26
```
Forces are in eV/Å.

Values from the calculation:
Frontier orbital gap (spin up / spin down) ... 5.859 / 7.422 eV
Relative energy (zero: lowest compared OMol25 entry of this formula, charge and spin) ... 0.000 eV
Spin multiplicity ... 6
E ... -428.829637 Eh
HOMO level (spin up / spin down) ... -0.3315 / -0.5206 hartree
Net charge ... +1